[1]
The following is a DFT calculation (the ωB97M-V functional and the def2-TZVPD basis) of a structure of composition C44H32Br2GaO12S.

Last column: Löwdin charge in e.
Element x y z (Å)
C 0.573 0.871 3.339  0.022
C 1.617 1.314 2.897  -0.258
C 2.958 1.696 2.184  -0.262
Ga 2.908 1.266 0.143  0.076
S 0.935 0.183 -0.261  0.310
C 2.983 3.021 -0.956  -0.197
C 3.040 4.087 -1.565  -0.062
C 4.632 0.239 -0.255  -0.677
Br 6.327 1.157 0.282  0.499
C 4.788 -0.986 -0.852  -0.781
C 3.532 -1.780 -1.356  -0.190
Br 6.567 -1.826 -1.129  0.539
H -0.326 0.463 3.844  0.013
H 3.210 2.783 2.372  0.054
H 3.742 1.012 2.637  0.048
H 0.455 0.678 -1.469  -0.212
H 3.025 4.978 -2.222  -0.016
H 3.057 -2.308 -0.483  0.082
H 3.904 -2.591 -2.059  0.054
H 2.822 -1.149 -1.953  0.035
C -3.282 -0.245 1.945  0.038
C -4.264 0.606 1.650  0.024
C -5.194 1.095 2.690  -0.378
O -6.093 1.872 2.419  0.062
C -4.994 0.605 4.071  0.020
C -4.013 -0.246 4.368  0.024
C -3.081 -0.736 3.327  -0.383
O -2.185 -1.509 3.595  0.111
H -2.591 -0.613 1.196  0.125
H -4.425 0.976 0.645  0.122
H -5.685 0.975 4.819  0.121
H -3.853 -0.615 5.373  0.115
C 2.068 -5.336 -5.038  0.015
C 2.243 -4.016 -4.997  0.023
C 1.438 -3.163 -4.094  -0.389
O 1.593 -1.961 -4.057  0.107
C 0.434 -3.833 -3.237  0.031
C 0.260 -5.154 -3.278  0.017
C 1.064 -6.006 -4.181  -0.393
O 0.908 -7.212 -4.218  0.092
H 2.647 -5.976 -5.693  0.119
H 2.973 -3.510 -5.616  0.123
H -0.145 -3.194 -2.582  0.126
H -0.470 -5.660 -2.659  0.120
C -7.130 -1.387 8.118  0.021
C -8.313 -0.992 8.584  0.019
C -9.505 -0.941 7.707  -0.377
O -10.585 -0.579 8.132  0.104
C -9.332 -1.346 6.294  0.010
C -8.147 -1.742 5.829  0.017
C -6.957 -1.793 6.705  -0.381
O -5.876 -2.155 6.282  0.095
H -6.247 -1.430 8.744  0.122
H -8.458 -0.693 9.615  0.120
H -10.211 -1.303 5.670  0.106
H -8.002 -2.041 4.799  0.118
C -9.953 -1.893 0.933  0.023
C -10.099 -1.571 2.217  0.022
C -9.445 -0.371 2.786  -0.363
O -9.576 -0.077 3.960  0.074
C -8.625 0.457 1.875  0.025
C -8.479 0.135 0.590  0.032
C -9.132 -1.064 0.020  -0.386
O -9.002 -1.359 -1.151  0.107
H -10.423 -2.767 0.500  0.122
H -10.696 -2.166 2.898  0.121
H -8.156 1.329 2.308  0.100
H -7.882 0.729 -0.090  0.127
C 5.378 8.822 -4.729  0.015
C 5.198 8.512 -3.446  0.023
C 3.985 7.795 -2.992  -0.388
O 3.820 7.514 -1.823  0.109
C 2.981 7.435 -4.019  0.019
C 3.161 7.746 -5.302  0.019
C 4.373 8.462 -5.755  -0.392
O 4.539 8.744 -6.926  0.094
H 6.258 9.347 -5.079  0.119
H 5.923 8.767 -2.683  0.122
H 2.100 6.911 -3.669  0.122
H 2.436 7.491 -6.065  0.121
C 11.967 -3.487 -4.278  0.014
C 12.158 -2.170 -4.231  0.016
C 11.369 -1.312 -3.318  -0.386
O 11.542 -0.111 -3.276  0.108
C 10.361 -1.975 -2.459  0.022
C 10.171 -3.294 -2.507  0.019
C 10.960 -4.151 -3.419  -0.390
O 10.789 -5.353 -3.463  0.098
H 12.535 -4.130 -4.940  0.118
H 12.891 -1.669 -4.851  0.119
H 9.794 -1.333 -1.797  0.110
H 9.438 -3.794 -1.886  0.117

Orbital gap ... 5.03 eV
Net charge ... -1



[2]
The following is a DFT calculation (the ωB97M-V functional and the def2-TZVPD basis) of the ion C7H16N2 with charge +2.

Last column: natural (NBO) charge in e.
Element x y z (Å)
C 0.758 -0.962 -1.067  0.416
C 1.418 1.311 0.328  -0.428
C 2.419 0.191 0.175  -0.252
C 0.022 0.847 0.880  -0.277
C -1.433 -1.728 0.945  -0.628
C -1.234 1.365 -1.189  -0.456
C -1.900 -0.579 0.120  -0.293
N 1.905 -0.811 -0.662  -0.466
N -0.815 0.357 -0.173  -0.121
H 0.329 -1.796 -1.782  0.307
H 1.927 1.957 1.018  0.288
H 1.188 1.863 -0.499  0.232
H 3.544 0.312 -0.149  0.302
H 2.373 -0.347 1.139  0.260
H 0.015 0.159 1.748  0.259
H -0.472 1.769 1.277  0.278
H -1.153 -1.439 1.906  0.227
H -2.057 -2.741 0.989  0.307
H -0.528 -2.113 0.503  0.191
H -0.598 2.374 -1.158  0.261
H -0.961 0.984 -2.210  0.265
H -2.270 1.598 -0.999  0.274
H -2.844 -0.123 0.595  0.307
H -2.301 -1.032 -0.771  0.262
H 2.667 -1.417 -0.963  0.485

Orbital gap (alpha / beta) ... 8.69 / 8.66 eV
Net charge ... +2
ΔE to the lowest compared entry with this formula, charge and spin ... 84.7 kcal per mole



[3]
The following is a DFT calculation (the ωB97M-V functional and the def2-TZVPD basis) of the molecule C3H2N2O3.

Last column: natural (NBO) charge in e.
Element x y z (Å)
O -1.059 -1.250 0.755  -0.665
C -0.874 -0.129 0.296  0.744
O -1.366 1.002 0.358  -0.437
N -0.454 2.141 -0.454  0.196
N 0.518 1.458 -0.802  -0.092
C 0.431 0.128 -0.363  -0.222
C 1.350 -0.892 -0.465  0.342
O 1.327 -1.897 0.357  -0.624
H 2.386 -0.815 -0.909  0.206
H 0.511 -1.867 1.144  0.553

SMILES ... O=C1ON=N/C1=C/O
Orbital gap ... 9.20 eV
Net charge ... 0
ΔE to the lowest compared entry with this formula, charge and spin ... 108.9 kcal per mole



[4]
The following is a DFT calculation (the ωB97M-V functional and the def2-TZVPD basis) of the molecule C3H6ClO2PS.

Last column: natural (NBO) charge in e.
Element x y z (Å)
C -1.701 0.166 0.894  -0.648
C -0.443 -0.409 0.314  0.089
C -0.178 -0.221 -1.219  -0.092
O 1.223 -0.171 -1.467  -0.788
P 2.138 0.205 -0.185  1.640
S 3.640 -0.803 0.449  -0.451
Cl 2.591 2.143 -0.357  -0.221
O 0.781 0.173 0.972  -0.787
H -1.752 0.026 2.007  0.239
H -2.611 -0.347 0.480  0.222
H -1.924 1.211 0.786  0.223
H -0.497 -1.603 0.548  0.183
H -0.761 -1.058 -1.560  0.203
H -0.506 0.687 -1.662  0.191

SMILES ... C[C@H]1CO[P@@](=S)(Cl)O1
Orbital gap ... 10.05 eV
Net charge ... 0
ΔE to the lowest compared entry with this formula, charge and spin ... 17.7 kcal per mole



[5]
The following is a DFT calculation (the ωB97M-V functional and the def2-TZVPD basis) of the ion C6H13N4 with charge +1.

Last column: natural (NBO) charge in e.
Element x y z (Å)
C -0.838 1.927 -1.149  -0.286
C -0.756 0.923 1.133  -0.264
C -0.164 -1.425 0.938  -0.285
C 0.132 1.358 -0.069  -0.263
C 0.560 0.100 -0.857  -0.094
C 1.039 -1.158 -0.061  -0.052
N -1.276 0.767 -1.924  -0.099
N -0.548 -0.192 -1.726  -0.183
N 1.247 -2.292 -0.878  -0.818
N -0.388 -0.270 1.807  -0.519
H -1.783 2.402 -0.852  0.235
H -0.521 2.776 -1.968  0.257
H -0.746 1.752 1.832  0.239
H -1.752 0.945 0.647  0.250
H -1.112 -1.559 0.302  0.256
H 0.064 -2.426 1.466  0.265
H 0.870 1.986 0.266  0.242
H 1.462 0.339 -1.611  0.229
H 1.943 -0.775 0.498  0.197
H 2.248 -2.522 -0.801  0.389
H 0.987 -2.058 -1.798  0.386
H 0.448 0.111 2.305  0.444
H -1.116 -0.707 2.503  0.473

Orbital gap (alpha / beta) ... 6.51 / 8.02 eV
Multiplicity ... 3
Net charge ... +1
ΔE to the lowest compared entry with this formula, charge and spin ... 56.2 kcal per mole
Expectation value of S² ... 2.0075



[6]
The following is a DFT calculation (the ωB97M-V functional and the def2-TZVPD basis) of a cluster of 2 separate species, C2H11N3P in total.

Last column: natural (NBO) charge in e.
Element x y z (Å)
C -0.001 1.573 1.313  -0.332
C 0.012 0.461 0.303  0.171
N -1.091 2.487 0.898  -0.824
N 0.455 -0.764 0.534  -0.699
N 1.121 -2.583 -1.502  -1.099
P -0.789 0.609 -1.298  0.415
H 0.973 2.150 1.129  0.266
H -0.205 1.256 2.353  0.237
H -1.978 2.002 1.197  0.357
H -1.126 3.333 1.539  0.397
H 0.456 -1.368 -0.372  0.454
H 1.058 -1.052 1.346  0.427
H 0.467 -3.274 -1.726  0.389
H 1.306 -2.005 -2.347  0.396
H 1.974 -3.026 -1.047  0.408
H -0.694 -0.815 -1.575  -0.003
H -1.937 1.014 -0.746  0.038

Orbital gap ... 9.59 eV
Net charge ... +1
ΔE to the lowest compared entry with this formula, charge and spin ... 23.7 kcal per mole



[7]
The following is a DFT calculation (the ωB97M-V functional and the def2-TZVPD basis) of a structure of composition C18H40N5PdSi2.

Last column: natural (NBO) charge in e.
Element x y z (Å)
Pd 0.751 0.576 -0.505  1.057
N 0.612 2.300 -1.943  -0.788
C 1.351 2.018 -3.223  -0.256
C 1.589 0.534 -3.409  -0.236
N 2.186 -0.051 -2.197  -0.489
C 3.543 0.455 -1.907  -0.264
C 3.753 0.711 -0.424  -0.241
N 2.583 1.424 0.162  -0.752
C 2.073 -1.519 -2.202  -0.240
C 2.384 -2.061 -0.832  -0.251
N 1.571 -1.349 0.220  -0.781
H 0.898 3.203 -1.575  0.415
H -0.384 2.394 -2.122  0.415
H 0.789 2.388 -4.081  0.255
H 2.280 2.580 -3.205  0.228
H 0.643 0.022 -3.569  0.206
H 2.200 0.349 -4.298  0.244
H 4.306 -0.239 -2.271  0.247
H 3.691 1.383 -2.453  0.228
H 3.896 -0.202 0.143  0.206
H 4.663 1.299 -0.301  0.258
H 2.687 1.483 1.172  0.423
H 2.574 2.386 -0.169  0.406
H 1.046 -1.770 -2.475  0.217
H 2.728 -1.969 -2.956  0.242
H 2.172 -3.129 -0.807  0.255
H 3.437 -1.949 -0.595  0.226
H 0.780 -1.934 0.465  0.429
H 2.108 -1.237 1.073  0.414
C 0.026 -2.247 3.066  -1.151
Si -1.329 -2.031 1.826  1.625
C -1.160 -3.128 0.323  -1.155
C -3.001 -2.249 2.568  -1.103
C -1.228 -0.196 1.072  -0.398
C -2.000 -0.043 -0.173  0.049
C -3.377 -0.106 -0.257  -0.253
C -3.950 0.093 -1.506  -0.083
C -3.135 0.310 -2.612  -0.169
C -1.773 0.338 -2.438  0.019
N -1.202 0.173 -1.226  -0.489
Si -1.113 1.393 2.241  1.659
C 0.373 1.306 3.320  -1.132
C -2.734 1.287 3.110  -1.112
C -1.008 2.883 1.151  -1.141
H 0.299 -3.305 3.124  0.287
H -0.327 -1.964 4.063  0.282
H 0.931 -1.671 2.873  0.225
H -0.719 -4.094 0.589  0.286
H -0.590 -2.707 -0.510  0.214
H -2.160 -3.340 -0.065  0.286
H -3.016 -3.310 2.849  0.295
H -3.828 -2.078 1.881  0.259
H -3.153 -1.660 3.471  0.267
H -3.984 -0.284 0.619  0.263
H -5.028 0.065 -1.616  0.271
H -3.550 0.452 -3.600  0.265
H -1.117 0.483 -3.284  0.217
H 0.401 0.429 3.969  0.270
H 0.373 2.186 3.972  0.293
H 1.291 1.332 2.733  0.208
H -2.831 0.407 3.744  0.261
H -3.587 1.340 2.432  0.260
H -2.758 2.173 3.758  0.294
H -0.051 2.946 0.632  0.207
H -1.074 3.788 1.767  0.294
H -1.819 2.935 0.418  0.254

Orbital gap (alpha / beta) ... 6.39 / 5.91 eV
Net charge ... +3
ΔE to the lowest compared entry with this formula, charge and spin ... 32.6 kcal per mole



[8]
The following is a DFT calculation (the ωB97M-V functional and the def2-TZVPD basis) of a cluster of 2 separate species, C3H4ClN in total.

Last column: natural (NBO) charge in e.
Element x y z (Å)
C 0.573 -1.479 0.019  -0.478
C -0.615 1.147 0.098  0.221
C 1.019 -0.221 0.046  -0.121
N -1.712 0.823 -0.343  -0.628
Cl 2.593 0.402 -0.265  0.009
H 1.247 -2.268 -0.241  0.206
H -0.491 -1.607 0.032  0.226
H -0.086 1.783 0.780  0.187
H -2.528 1.422 -0.126  0.378

Orbital gap ... 9.62 eV
Net charge ... 0
ΔE to the lowest compared entry with this formula, charge and spin ... 74.3 kcal per mole



no.,total energy (eV)
1,-274004.2177
2,-10476.1851
3,-12262.2611
4,-39951.0137
5,-12380.9909
6,-16003.6676
7,-45974.7896
8,-17184.5123